The following is a quantum chemistry calculation of C7H7Br2NO2S as an isolated structure in a non-equilibrium geometry, from the OMol25 dataset.

lowest unoccupied orbital energy (alpha / beta)	0.494 / -2.891	eV
gap between HOMO and LUMO (alpha / beta)	7.09 / 6.62	eV
expectation value of S²	2.02
max |F|	0.07460	hartree/bohr

The geometry in ORCA input format:
```
! RIJCOSX wB97M-V def2-TZVPD def2/J DEFGRID3
* xyz 0 3
C 0.074 1.557 0.551
C 1.691 -0.015 0.261
C -1.272 -1.682 0.504
C -1.106 0.778 0.926
C -0.670 -2.203 -0.781
C -0.495 -0.728 -1.156
C 0.602 2.736 0.571
N -1.115 -0.398 0.127
O -1.582 -2.155 1.571
O 1.341 1.001 -2.076
S 1.309 -0.359 -1.512
Br 3.385 0.791 0.269
Br 1.647 -1.516 1.396
H -1.120 0.454 1.899
H -2.009 1.463 0.728
H 0.270 -2.783 -0.634
H -1.343 -2.986 -1.316
H -1.102 -0.320 -1.998
H -0.039 3.633 0.542
H 1.533 2.733 0.124
*
```

=====

The following is a quantum chemistry calculation of an isolated molecule of C7H7BrF2 in a non-equilibrium geometry, from the OMol25 dataset.

lowest unoccupied orbital energy (alpha / beta)	-0.104 / -0.174	eV
ΔE to the lowest compared entry with this formula, charge and spin	95.6	kcal per mole
gap between HOMO and LUMO (alpha / beta)	8.44 / 8.46	eV
max |F|	0.06073	hartree/bohr

The geometry in ORCA input format:
```
! RIJCOSX wB97M-V def2-TZVPD def2/J DEFGRID3
* xyz 0 1
C 0.055 0.581 1.897
C 1.234 0.870 1.416
C -1.121 0.157 1.148
C -1.314 -0.612 0.111
C 1.778 0.465 0.142
C 1.524 -0.948 -0.297
C -1.971 -1.315 -0.977
F -2.244 0.799 1.719
F 1.271 -1.234 -1.565
Br 2.775 -2.196 0.374
H -0.353 1.088 2.793
H 1.897 1.342 2.066
H 1.311 1.248 -0.571
H 2.880 0.699 0.205
H -2.181 -0.622 -1.776
H -3.009 -1.717 -0.750
H -1.401 -2.225 -1.234
*
```

=====

The following is a quantum chemistry calculation of an isolated molecule of C7H7BrN6 in a non-equilibrium geometry, from the OMol25 dataset.

lowest unoccupied orbital energy	-0.976	eV
ΔE to the lowest compared entry with this formula, charge and spin	42.8	kcal per mole
gap between HOMO and LUMO	8.25	eV
max |F|	0.10099	hartree/bohr

The geometry in ORCA input format:
```
! RIJCOSX wB97M-V def2-TZVPD def2/J DEFGRID3
* xyz 0 1
C 0.900 -0.162 2.037
C -0.420 -0.250 1.449
C 0.077 1.073 -0.886
C 0.920 0.399 -1.680
C -0.686 -0.602 0.125
C 1.865 0.756 -2.829
C -2.091 -0.812 -0.240
N 0.986 -0.311 3.311
N -1.369 0.249 2.291
N -0.049 -0.334 4.030
N -1.132 0.197 3.590
N 1.004 -1.008 -1.388
N 0.237 -1.464 -0.542
Br -0.910 2.531 -0.530
H 1.788 -0.306 1.417
H 1.813 1.848 -2.969
H 1.474 0.310 -3.665
H 2.869 0.390 -2.643
H -2.480 0.209 -0.378
H -2.649 -1.289 0.550
H -2.147 -1.425 -1.053
*
```

=====

The following is a quantum chemistry calculation of an isolated ion of composition C7H7BrNO and charge +1 in a non-equilibrium geometry, from the OMol25 dataset.

lowest unoccupied orbital energy	-5.287	eV
ΔE to the lowest compared entry with this formula, charge and spin	133.7	kcal per mole
gap between HOMO and LUMO	8.54	eV
max |F|	0.06061	hartree/bohr

The geometry in ORCA input format:
```
! RIJCOSX wB97M-V def2-TZVPD def2/J DEFGRID3
* xyz 1 1
C -2.048 0.849 -0.719
C -1.070 1.738 -0.368
C -1.933 -0.600 -0.722
C 0.398 1.488 -0.059
C -0.736 -1.088 -0.794
C 1.168 -1.682 0.555
C 1.630 -0.273 1.048
N 0.543 0.521 0.775
O 0.387 -1.637 -0.680
Br 3.251 0.277 -0.154
H -2.934 1.309 -1.135
H -1.501 2.763 -0.163
H -2.876 -1.084 -0.802
H 1.184 2.252 -0.416
H 2.107 -2.151 0.232
H 0.601 -2.260 1.198
H 1.831 -0.424 2.204
*
```

=====

The following is a quantum chemistry calculation of a 2-piece molecular cluster, C7H7Cl2NO2S overall in a non-equilibrium geometry, from the OMol25 dataset.

lowest unoccupied orbital energy (alpha / beta)	-1.513 / -1.956	eV
gap between HOMO and LUMO (alpha / beta)	7.02 / 6.56	eV
max |F|	0.08339	hartree/bohr

The geometry in ORCA input format:
```
! RIJCOSX wB97M-V def2-TZVPD def2/J DEFGRID3
* xyz 0 1
C 0.890 -0.460 -1.068
C -0.230 -1.172 -1.242
C -0.297 1.275 0.179
C 0.714 0.791 -0.450
C -1.484 -0.788 -0.578
C -2.445 -1.669 -0.533
C -1.522 0.438 0.249
N 1.532 -0.885 2.483
O 2.314 2.700 0.554
O 2.145 2.291 -1.967
S 2.283 1.831 -0.637
Cl 1.612 0.293 3.609
Cl 2.799 -1.197 1.423
H 1.839 -0.782 -1.502
H -0.217 -2.219 -1.506
H -0.229 2.230 0.814
H -3.479 -1.503 -0.143
H -2.282 -2.557 -1.172
H -1.505 0.271 1.370
H -2.439 1.112 0.117
*
```

=====

The following is a quantum chemistry calculation of an isolated molecule of C7H7ClN2 in a non-equilibrium geometry, from the OMol25 dataset.

lowest unoccupied orbital energy (alpha / beta)	-1.651 / -0.180	eV
ΔE to the lowest compared entry with this formula, charge and spin	103.5	kcal per mole
gap between HOMO and LUMO (alpha / beta)	7.53 / 8.14	eV
max |F|	0.03487	hartree/bohr

The geometry in ORCA input format:
```
! RIJCOSX wB97M-V def2-TZVPD def2/J DEFGRID3
* xyz 0 1
C 1.403 1.607 0.133
C 0.184 2.285 -0.013
C 1.415 0.236 0.129
C -0.975 1.578 -0.090
C 0.258 -0.548 0.034
C -1.008 0.146 -0.021
C 0.554 -2.017 -0.044
N -0.253 -3.125 0.042
N -2.128 -0.545 0.004
Cl -3.604 0.256 0.005
H 2.321 2.161 0.231
H 0.164 3.363 -0.067
H 2.369 -0.272 0.194
H -1.919 2.087 -0.212
H 1.044 -2.109 -1.043
H 1.418 -2.216 0.617
H -1.242 -2.886 0.101
*
```

=====

The following is a quantum chemistry calculation of an isolated molecule of C7H7ClO4S2 in a non-equilibrium geometry, from the OMol25 dataset.

lowest unoccupied orbital energy (alpha / beta)	-0.951 / -5.553	eV
gap between HOMO and LUMO (alpha / beta)	3.89 / 3.94	eV
expectation value of S²	2.01
max |F|	0.09415	hartree/bohr

The geometry in ORCA input format:
```
! RIJCOSX wB97M-V def2-TZVPD def2/J DEFGRID3
* xyz 0 3
C -0.447 -0.168 1.205
C -0.273 -0.378 -1.252
C -1.687 -0.782 1.124
C -1.522 -0.896 -1.246
C 0.318 -0.046 0.029
C -2.216 -1.182 -0.126
C 1.698 0.469 0.071
O -5.527 2.190 0.227
O -4.355 0.018 -0.174
O -4.382 -2.098 1.090
O -4.320 -2.173 -1.335
S -4.422 1.451 0.707
S -3.916 -1.535 -0.121
Cl -2.674 2.128 -0.193
H 0.167 -0.232 2.066
H 0.388 -0.045 -2.022
H -2.179 -1.082 2.091
H -2.182 -1.102 -2.132
H 2.402 -0.101 0.737
H 2.103 0.456 -0.862
H 1.581 1.576 0.333
*
```

=====

The following is a quantum chemistry calculation of an isolated molecule of C7H7ClS in a non-equilibrium geometry, from the OMol25 dataset.

lowest unoccupied orbital energy	0.586	eV
ΔE to the lowest compared entry with this formula, charge and spin	9.6	kcal per mole
gap between HOMO and LUMO	9.67	eV
max |F|	0.08017	hartree/bohr

The geometry in ORCA input format:
```
! RIJCOSX wB97M-V def2-TZVPD def2/J DEFGRID3
* xyz 0 1
S 0.806 -3.304 1.007
C -0.505 -2.142 1.260
C -0.339 -0.934 0.448
C -1.050 -0.547 -0.631
C -1.037 0.794 -1.139
C -0.156 1.699 -0.648
Cl -0.155 3.393 -1.176
C 0.790 1.280 0.314
C 0.693 0.029 0.761
H 1.461 -2.699 -0.305
H -0.600 -1.891 2.244
H -1.432 -2.542 0.872
H -1.657 -1.396 -1.122
H -1.651 1.136 -1.971
H 1.762 1.699 0.585
H 1.477 -0.200 1.401
*
```